{"formula": "C2H3N2S2", "method": "ωB97M-V/def2-TZVPD", "charge": 1, "homo_lumo_gap_ha": [0.203, 0.194], "smiles": "S=C/N=C\\[NH+]=S", "mol_weight_g_mol": 119.19, "e_above_lowest_kj_mol": 325.3, "elements": ["H", "S", "H", "N", "H", "N", "C", "S", "C"], "coordinates": [[0.846, 2.007, -0.648], [-2.981, -0.598, -0.286], [1.187, -0.262, -0.813], [0.089, 1.428, -0.285], [-1.757, -1.758, 1.445], [-0.456, -0.791, 0.215], [0.285, 0.088, -0.319], [-1.286, 2.189, 0.206], [-1.657, -1.083, 0.603]]}

=====

{"formula": "CH5ClP2", "method": "ωB97M-V/def2-TZVPD", "charge": 0, "homo_lumo_gap_ha": 0.336, "smiles": "PC(P)Cl", "mol_weight_g_mol": 114.45, "e_above_lowest_kj_mol": 118.6, "elements": ["H", "H", "Cl", "H", "H", "C", "P", "H", "P"], "coordinates": [[1.026, -0.218, -1.559], [-1.533, -0.897, 1.468], [1.750, -1.077, 0.453], [0.348, 1.632, 1.261], [-0.538, 2.086, -0.548], [0.665, -0.186, -0.525], [0.859, 1.642, -0.127], [-1.101, -2.142, -0.356], [-1.475, -0.840, -0.067]]}

=====

{"formula": "C56H70N14", "method": "ωB97M-V/def2-TZVPD", "charge": 0, "homo_lumo_gap_ha": 0.305, "mol_weight_g_mol": 939.27, "e_above_lowest_kj_mol": 278.5, "elements": ["C", "H", "N", "C", "H", "H", "C", "H", "C", "H", "C", "H", "C", "H", "C", "H", "H", "H", "C", "H", "C", "C", "N", "N", "N", "C", "C", "C", "C", "H", "H", "H", "H", "H", "C", "H", "C", "C", "H", "C", "H", "C", "C", "H", "C", "C", "H", "H", "N", "C", "C", "H", "C", "C", "N", "C", "H", "H", "C", "C", "H", "H", "H", "H", "C", "N", "H", "H", "H", "H", "H", "C", "C", "C", "C", "C", "H", "H", "N", "C", "C", "H", "C", "H", "C", "H", "H", "H", "N", "H", "H", "H", "C", "H", "H", "H", "H", "H", "H", "C", "C", "C", "H", "C", "C", "C", "N", "H", "H", "H", "H", "C", "H", "H", "H", "H", "N", "H", "C", "C", "H", "H", "C", "N", "H", "H", "C", "C", "C", "H", "C", "H", "H", "C", "C", "H", "N", "H", "H", "N"], "coordinates": [[3.351, -3.215, -1.224], [1.205, -0.191, 1.854], [-2.866, -6.328, -3.823], [2.528, -6.423, -1.422], [0.132, -4.281, -4.255], [-1.722, 1.920, 4.833], [4.727, -2.276, -2.704], [-1.457, -0.400, 1.318], [1.686, -7.306, -0.639], [-3.870, -4.231, -1.485], [-1.511, 7.645, 4.437], [2.421, -3.541, -0.782], [-3.504, -6.064, -2.619], [-4.752, -3.588, 2.849], [-0.091, 0.977, 0.238], [1.576, -0.189, -4.465], [-0.726, 5.516, 4.401], [3.299, 0.097, 5.502], [5.451, -2.428, -1.509], [3.635, -0.148, 2.733], [-0.717, 5.522, -1.803], [0.430, -6.315, -2.195], [3.449, -2.843, -2.535], [4.556, 0.469, -1.325], [1.469, -0.117, 2.826], [-0.862, -4.638, 2.399], [-0.623, -3.648, 3.340], [-4.804, -2.763, 2.154], [-2.913, -4.083, -3.464], [-3.698, 0.673, -2.549], [-1.095, -3.193, 4.198], [-6.853, -3.100, 1.337], [-0.038, 5.299, -2.613], [-2.796, -3.010, -3.496], [-3.269, 2.155, -4.053], [5.415, 1.469, -2.944], [3.242, 5.575, 2.257], [2.743, -0.120, 3.341], [-6.341, -1.159, -0.106], [-1.233, 8.660, 3.499], [0.550, -5.364, 0.838], [1.502, 4.165, 2.028], [-0.309, 8.165, 2.602], [2.184, 2.857, 3.627], [1.422, -1.253, -4.570], [-0.900, 6.824, -1.271], [3.575, -6.166, -1.357], [-4.806, -0.084, 2.946], [0.427, -7.212, -1.124], [0.577, -2.095, -3.838], [1.698, -5.943, -2.397], [2.685, -2.818, -3.194], [-3.183, 2.650, 3.252], [-2.613, 1.762, 4.244], [-2.129, 2.553, -4.641], [0.665, -3.354, -4.404], [1.761, 5.766, 0.591], [-3.959, -0.303, 0.202], [-1.618, 4.720, -1.060], [-2.178, 5.497, -0.040], [-0.567, 0.091, 3.561], [4.165, 4.429, 3.775], [-4.266, 2.403, -4.384], [1.490, 1.343, -1.216], [4.520, -2.846, -0.585], [-0.056, 6.871, 2.924], [-2.150, 7.732, 5.304], [-0.434, -6.094, -2.803], [-0.425, 7.772, -1.480], [0.963, -2.275, 3.565], [2.006, -5.316, -3.221], [-1.546, 1.166, -3.003], [-2.456, -5.061, -4.334], [2.058, -2.024, -5.528], [-4.158, 1.935, 2.590], [-4.354, -1.174, 0.704], [-1.828, -5.119, 2.397], [0.838, 0.012, 5.998], [3.370, 4.573, 3.169], [0.115, -1.290, 0.098], [1.076, -0.651, -0.690], [-2.143, 3.219, -5.401], [2.308, 3.737, 3.013], [1.892, -1.004, -1.304], [2.192, 5.227, 1.422], [3.759, 3.028, 0.695], [-1.036, 0.540, -2.286], [0.203, 8.724, 1.833], [-1.800, 6.818, -0.212], [2.706, -1.710, -6.333], [-0.292, 2.018, 0.440], [-2.644, -7.250, -4.170], [2.563, 0.010, 4.716], [1.807, -7.872, 0.273], [-3.247, -0.328, 4.780], [6.449, -2.068, -1.307], [-1.773, 3.666, -1.237], [-2.180, 7.627, 0.259], [4.682, -2.822, 0.483], [-5.921, -2.559, 1.401], [0.340, -4.687, 1.653], [4.878, 1.603, -2.017], [-1.655, 9.650, 3.410], [-3.374, 0.604, 4.249], [1.230, -0.009, 4.992], [4.028, 2.334, -0.087], [0.904, 0.680, -0.729], [0.625, 3.689, 1.614], [-1.928, -5.060, -5.276], [-4.780, 2.210, 1.751], [-2.868, 5.088, 0.683], [-0.818, 6.534, 4.051], [-0.334, -7.703, -0.678], [3.958, 6.382, 2.308], [-2.744, -1.909, 2.045], [2.203, -3.451, 1.808], [1.579, -3.304, -5.388], [-3.918, -6.894, -2.067], [-3.465, -4.667, -2.386], [0.480, 0.018, 3.817], [4.556, 3.715, -1.771], [-0.010, -1.847, -2.965], [-1.036, 2.074, -3.985], [-4.240, 0.713, 3.197], [0.414, 6.227, 2.304], [-0.028, 2.374, -4.230], [4.414, 2.720, -1.377], [-0.634, -0.224, 0.641], [3.941, 0.941, -0.170], [-2.847, 3.647, 3.006], [-2.950, 1.194, -3.128], [1.816, -4.094, -5.971], [-0.070, -2.332, 0.313], [-3.776, -1.904, 1.726], [1.207, -3.750, 2.099], [4.719, -0.473, -1.652], [0.555, -3.036, 3.040], [4.970, -1.934, -3.699], [3.513, 0.202, 0.491], [-5.662, -1.548, 0.533]]}